## i
18
Properties=species:S:1:pos:R:3 method="wB97M-V/def2-TZVPD" spin_multiplicity=1 charge=-1 homo_lumo_gap_ev=6.51 smiles=NC[C@@H](N)CC[O-] molar_mass_da=103.14
H 1.804 -0.266 -0.389
H 0.565 -2.953 0.000
H -0.351 2.138 -1.966
O -1.194 0.208 -2.154
C 0.925 -0.909 -0.235
H 0.624 1.535 -0.193
N 0.040 -0.201 1.953
C -0.228 -0.223 0.486
C -0.415 1.200 -0.052
H -1.147 -0.813 0.371
H 1.506 -2.401 1.023
H 0.533 -0.697 -1.282
C -1.009 1.364 -1.494
H -1.988 1.953 -1.476
H 0.779 0.413 2.282
N 1.307 -2.255 0.030
H -0.811 0.056 2.446
H -0.939 1.852 0.650

## ii
18
Properties=species:S:1:pos:R:3 method="wB97M-V/def2-TZVPD" spin_multiplicity=1 charge=-1 homo_lumo_gap_ev=7.12 molar_mass_da=103.14
H 1.079 0.834 -0.803
H -0.886 0.054 -1.875
H -0.059 0.735 0.919
H 1.590 -0.239 1.985
H -0.024 -1.597 0.649
C -0.989 0.524 -0.894
H 1.310 -1.512 -0.582
C 0.258 0.453 -0.043
H 1.594 2.287 -0.225
O -2.299 -0.044 1.063
N 1.749 -1.083 1.379
N 1.857 1.321 0.067
H 2.636 -0.673 0.948
H -3.185 0.087 -0.866
C 0.778 -1.019 0.253
H -1.947 -1.395 -0.622
H -1.317 1.531 -1.101
C -2.145 -0.262 -0.252

Most stable pick: i. Distance to second place: 365.5 kJ/mol.

## i
29
Properties=species:S:1:pos:R:3 method="wB97M-V/def2-TZVPD" spin_multiplicity=1 charge=-1 homo_lumo_gap_ev=9.78 molar_mass_da=179.14
H 0.416 -16.172 -2.648
O 0.569 -16.780 -0.793
H -3.653 -15.114 -1.601
H 2.988 -18.037 -2.774
H -2.126 -15.428 -1.838
O -2.007 -17.404 -1.192
O -2.796 -14.741 -1.931
H 0.135 -18.747 -3.171
H 3.279 -16.390 0.489
O -0.487 -18.464 1.598
H -1.045 -17.274 -1.023
H 0.761 -13.435 -0.537
O 1.011 -13.579 -1.435
H 0.485 -14.797 -3.285
H 0.094 -15.970 -0.987
H 0.317 -18.775 2.044
H 2.080 -17.202 -0.204
O 2.727 -17.092 -2.838
H 2.418 -16.947 -1.933
O 0.634 -18.999 -2.418
O 2.972 -17.248 0.221
H 1.640 -15.455 1.991
O 0.854 -15.987 1.772
H 0.820 -16.128 0.799
H -0.032 -17.810 1.040
H 0.253 -13.131 -1.853
H 0.714 -18.173 -1.922
H -2.048 -18.221 -1.672
O 0.021 -15.602 -3.345

## ii
29
Properties=species:S:1:pos:R:3 method="wB97M-V/def2-TZVPD" spin_multiplicity=1 charge=-1 homo_lumo_gap_ev=9.61 molar_mass_da=179.14
O -0.825 3.209 1.672
O 0.876 -0.398 -2.522
H -1.057 -1.961 -1.537
H 0.848 -3.243 -0.203
O -1.074 -2.924 -1.406
H -1.186 -2.958 -0.458
H 2.263 2.457 -0.407
H 1.434 -1.961 0.775
H -2.323 -0.429 1.922
H -0.188 2.578 1.325
H 0.922 -0.782 -1.626
O -1.735 -0.455 -1.798
H -0.914 -0.173 0.723
H -0.523 1.733 -0.368
O -2.164 -0.327 2.866
H 0.274 2.192 -1.744
H 2.638 1.037 0.329
O -0.263 0.509 0.568
O 1.660 -0.637 1.524
H 1.657 -0.820 2.458
H -1.362 0.213 2.812
H -1.161 2.948 2.529
O 2.918 1.894 0.001
H 0.492 -1.170 -2.950
H -1.135 0.303 -1.782
H 0.749 -0.062 1.184
O 1.489 -2.569 -0.032
H -1.887 -0.606 -2.733
O -0.422 2.405 -1.122

Most stable pick: i. Distance to second place: 11.1 kJ/mol.

## i
25
Properties=species:S:1:pos:R:3 method="wB97M-V/def2-TZVPD" spin_multiplicity=2 homo_lumo_gap_ev="9.77 / 7.50" molar_mass_da=169.20 s2=0.756
C -2.433 -0.235 -1.315
H 0.098 2.547 0.821
H 3.860 -1.322 0.454
C 1.142 0.995 0.368
H -2.213 -1.313 -1.268
C 0.483 -1.253 -0.216
H -3.296 0.418 1.264
O 3.393 0.075 -0.944
H -0.271 -1.957 0.179
H -1.923 0.145 -2.205
H -3.516 -0.086 -1.413
H 1.959 -2.764 -0.101
C -0.017 0.168 -0.553
O 0.982 2.363 0.433
H -1.809 1.546 -0.249
O -0.133 0.592 -1.773
H 3.345 1.236 0.724
C -2.243 0.072 1.184
C -1.701 0.448 -0.167
H -2.261 -1.018 1.347
H 0.869 0.662 1.389
C 2.990 -0.842 0.006
C 2.640 0.639 0.159
H -1.710 0.559 2.017
C 1.765 -1.673 -0.143

## ii
25
Properties=species:S:1:pos:R:3 method="wB97M-V/def2-TZVPD" spin_multiplicity=2 homo_lumo_gap_ev="7.47 / 8.07" molar_mass_da=169.20 s2=0.792
H -1.743 -1.393 -1.889
H -0.037 -3.000 2.266
O -1.977 1.242 0.092
H 2.916 0.569 -1.731
C 1.379 -0.487 0.647
H 2.375 -0.718 1.027
C 0.259 -1.114 1.242
C -0.008 0.670 -0.917
H -1.880 -1.370 1.168
H 2.162 2.148 -1.375
H 3.162 1.342 -0.163
C -1.254 0.078 -0.353
C 0.431 -2.020 2.434
H -2.510 0.218 -2.103
H -1.471 3.039 0.398
H -3.093 -0.895 -0.837
H 1.494 -2.179 2.645
C 1.243 0.456 -0.374
H -0.033 -1.591 3.334
C -2.210 -0.546 -1.378
H 0.540 1.530 -2.556
C 2.421 1.170 -0.952
C -0.993 -0.881 0.760
O -0.975 2.201 0.526
O -0.199 1.532 -1.912

Most stable pick: ii. Distance to second place: 156.8 kJ/mol.

## i
22
Properties=species:S:1:pos:R:3 method="wB97M-V/def2-TZVPD" spin_multiplicity=1 homo_lumo_gap_ev=9.58 smiles="C/C=C/O.O.O.O.O" molar_mass_da=130.14
H -0.159 -0.238 -0.197
H 1.287 -2.274 -0.734
H 1.225 -1.149 2.579
O -2.271 1.598 -0.765
H 1.350 -1.734 -2.443
H -0.435 0.413 2.917
C 0.746 -1.766 -1.539
H -2.092 -0.045 1.105
C 0.324 -0.395 -1.150
H 1.146 0.662 -2.852
H 0.576 0.905 2.030
H -1.393 1.510 -1.172
O 1.611 -1.973 2.228
H -2.983 1.336 -1.347
H -2.129 1.477 1.239
O 0.539 0.362 2.831
O 0.674 1.954 -1.326
H 0.824 2.520 -2.090
O -2.060 0.659 1.756
C 0.733 0.651 -1.849
H 2.560 -1.965 2.358
H -0.071 -2.506 -1.579

## ii
22
Properties=species:S:1:pos:R:3 method="wB97M-V/def2-TZVPD" spin_multiplicity=1 homo_lumo_gap_ev=9.41 smiles="C=C(C)O.O.O.O.O" molar_mass_da=130.14
H -0.327 0.672 2.239
O -0.901 1.456 -1.980
O -0.096 -1.949 -1.855
C 0.995 -0.660 1.218
H 0.446 3.423 -0.530
H -3.537 -0.516 -1.410
H 0.783 -2.278 0.418
H 0.209 -1.077 -1.585
H -0.463 1.035 -2.721
H -0.874 -2.057 -1.316
H -2.316 -0.933 -0.539
H 1.090 0.502 3.112
O 0.162 -1.556 0.593
O 0.682 2.748 0.119
O -2.584 -0.639 -1.416
H 2.924 -0.623 0.092
H 0.629 1.878 -0.290
C 0.412 -0.081 2.487
H -0.225 -0.678 3.126
C 2.246 -0.335 0.880
H -1.758 1.015 -1.851
H 2.504 0.653 1.207

Most stable pick: i. Distance to second place: 75.1 kJ/mol.

## i
22
Properties=species:S:1:pos:R:3 method="wB97M-V/def2-TZVPD" spin_multiplicity=1 homo_lumo_gap_ev=9.71 smiles="C=CCO.O.O.O.O" molar_mass_da=130.14
H 1.597 6.104 -2.482
H -0.036 2.327 -2.533
H 2.227 -0.395 -1.759
H -2.162 3.901 -2.484
H 0.761 -4.046 1.474
O 1.229 5.304 -2.105
H 0.834 2.983 -1.443
C 0.154 -2.020 3.716
H -3.557 4.126 -2.657
O 1.886 -0.839 -2.618
H -1.077 -2.859 1.048
H -0.186 -5.136 2.317
H 0.271 -1.626 4.829
H -0.060 -1.140 3.290
C 0.286 -3.312 3.558
O -3.004 3.435 -2.244
C -0.050 -4.098 2.179
H 1.782 5.257 -1.102
H 1.040 -0.250 -2.739
H 0.554 -3.983 4.345
O 0.595 2.107 -1.817
O -1.246 -3.592 1.682

## ii
22
Properties=species:S:1:pos:R:3 method="wB97M-V/def2-TZVPD" spin_multiplicity=1 homo_lumo_gap_ev=8.89 smiles="C/C=C/O.O.O.O.O" molar_mass_da=130.14
H -2.511 2.300 1.382
H -3.051 -0.575 0.978
H 3.063 1.123 -0.506
O 3.869 -0.499 1.387
H 3.058 -1.902 0.210
H -1.832 0.526 -1.949
H 2.196 0.548 -2.783
C 2.005 -0.164 -1.919
O -2.728 1.644 0.705
H -2.235 -1.557 0.065
H 3.886 0.512 1.529
O -2.694 0.109 -1.919
C 3.253 -0.800 0.202
H -3.639 1.819 0.319
H -0.131 -0.048 2.596
H 0.905 -0.289 -1.698
H -2.908 -0.112 -1.036
C 2.866 0.115 -0.716
H 2.260 -1.254 -2.199
H -1.568 0.071 2.307
O -0.997 -0.422 2.837
O -3.064 -1.144 0.207

Most stable pick: ii. Distance to second place: 160.8 kJ/mol.

## i
38
Properties=species:S:1:pos:R:3 method="wB97M-V/def2-TZVPD" spin_multiplicity=1 charge=-1 homo_lumo_gap_ev=9.87 molar_mass_da=233.19
O 1.270 -0.736 -1.091
H -0.601 -0.823 -4.111
H -2.493 -2.105 2.076
H -0.948 -0.200 0.060
H -2.057 -0.599 3.026
O -3.231 -2.706 1.935
H -0.167 1.625 0.906
O 2.460 0.965 -3.752
H -1.040 -3.574 -1.661
H 3.139 2.020 -0.577
O -1.110 -0.789 0.863
O -0.410 1.156 -0.525
O -1.524 -1.122 3.646
O -0.375 -3.897 -2.344
H 0.269 -3.144 -2.358
H -0.076 1.866 -1.032
O -0.748 0.126 -4.136
H -0.506 2.552 2.435
H -0.771 -0.318 1.632
H -1.056 0.553 -3.302
O 1.816 -1.948 3.219
H 0.521 -0.116 -1.085
H -2.908 3.148 -1.913
H 1.108 -1.434 -0.429
H 2.315 3.211 -0.051
H -0.741 -0.806 3.211
O 2.486 0.923 2.318
H 1.728 1.526 2.134
H 1.079 -2.278 3.738
O 0.059 1.994 1.900
H 1.896 -0.941 3.223
H -2.778 1.710 -1.459
H 2.599 0.319 1.588
H 1.755 1.754 -3.474
O -3.279 2.284 -2.019
O 2.982 2.968 -0.738
H -2.727 -3.380 1.378
H 2.064 0.217 -3.232

## ii
38
Properties=species:S:1:pos:R:3 method="wB97M-V/def2-TZVPD" spin_multiplicity=1 charge=-1 homo_lumo_gap_ev=8.14 molar_mass_da=233.19
O 1.603 0.344 -3.940
H -0.721 -0.372 4.098
H 1.615 1.684 -1.535
H -0.430 -3.081 -2.744
H 2.129 -2.539 0.858
H 1.815 -3.583 -0.227
H 1.180 -1.574 -0.360
O -0.598 -0.505 1.756
H -3.559 0.167 0.344
O -3.162 0.548 1.108
H 0.799 0.771 -4.071
H 0.288 1.920 1.649
O 0.437 -2.846 1.784
H 1.006 0.055 0.686
O 2.458 -2.926 0.057
H -1.470 -0.696 2.030
H -1.636 2.703 0.102
H -1.441 1.932 -1.686
H -0.443 3.441 -0.499
H -1.029 -1.651 -2.279
O 2.198 2.511 -1.529
H -0.286 -2.295 -0.149
H 0.184 0.683 4.447
H -1.726 1.439 -3.002
O 0.658 2.657 2.243
O 0.159 -0.264 4.459
H 1.211 -0.328 -3.235
O -1.253 1.128 -2.258
H 0.082 -1.874 1.756
H 0.554 3.475 1.704
O 0.293 -1.729 -0.702
H 0.361 0.131 -0.576
O -1.154 -2.423 -2.816
H -0.022 -3.195 2.617
O -1.421 3.406 -0.587
H 3.111 2.232 -1.189
O 0.990 0.627 -0.095
H -2.779 0.028 1.777

Most stable pick: i. Distance to second place: 133.7 kJ/mol.